57
Properties=species:S:1:pos:R:3:mulliken_charge:R:1 method="wB97M-V/def2-TZVPD" lumo_energy_ev="1.202 / 1.202" e_above_lowest_kj_mol=98.49 total_charge=-1 homo_ev="-5.1 / -5.1" e_tot_ha=-3372.01285 homo_lumo_gap_ev="6.350 / 6.349"
Bi 1.202 0.111 -0.389 1.812
N 3.513 -2.297 2.399 -0.387
C 2.636 -1.335 2.083 0.471
S 3.044 0.253 1.751 -0.455
N 1.341 -1.737 2.096 0.257
N 0.417 -0.814 1.780 -0.330
C -0.845 -1.002 1.954 -0.534
C -1.781 0.027 1.633 0.721
C -3.137 -0.183 1.935 -0.727
C -4.080 0.794 1.727 -0.785
C -3.679 2.015 1.192 -0.707
C -2.366 2.234 0.843 -0.856
C -1.378 1.255 1.039 1.453
O -0.130 1.552 0.712 -1.045
H 4.495 -2.117 2.292 0.224
H 3.136 -3.240 2.359 0.283
H -1.214 -1.942 2.366 0.463
H -3.428 -1.136 2.353 0.394
H -5.117 0.626 1.976 0.401
H -4.407 2.796 1.029 0.414
H -2.068 3.180 0.416 0.440
C 2.957 3.511 0.429 -1.294
C 2.918 3.498 -1.081 1.133
O 3.486 4.665 -1.612 -0.634
P 3.807 2.058 -1.835 0.856
O 3.561 2.165 -3.388 -0.531
O 5.364 2.417 -1.803 -0.594
O 3.627 0.702 -1.252 -0.773
P 1.227 3.248 -1.821 0.658
O 0.149 3.761 -0.777 -0.711
O 1.242 3.991 -3.097 -0.845
O 1.082 1.728 -1.961 -0.600
H 3.980 3.611 0.795 0.431
H 2.527 2.590 0.813 0.031
H 2.376 4.361 0.782 0.323
H 2.937 4.919 -2.373 0.462
H 2.710 2.570 -3.615 0.478
H 5.773 1.924 -1.094 0.330
H -0.026 3.026 -0.142 0.608
O -2.466 -6.111 0.714 -0.656
N -3.162 -5.298 0.132 1.064
O -4.347 -5.463 -0.101 -0.660
C -2.557 -4.086 -0.303 -0.878
C -3.317 -3.131 -0.965 -0.274
C -2.751 -1.936 -1.359 -0.750
C -1.380 -1.616 -1.088 1.617
O -0.905 -0.458 -1.279 -0.829
C -0.605 -2.690 -0.523 -0.479
C -1.194 -3.869 -0.105 -0.090
N 0.750 -2.445 -0.378 0.257
O 1.095 -3.003 2.130 -0.813
O 1.422 -3.324 0.232 -0.470
N -3.594 -1.029 -2.079 1.162
O -4.798 -1.168 -1.932 -0.677
O -3.090 -0.216 -2.817 -0.601
H -4.360 -3.322 -1.177 0.622
H -0.589 -4.620 0.384 0.618

12
Properties=species:S:1:pos:R:3:mulliken_charge:R:1 method="wB97M-V/def2-TZVPD" lumo_energy_ev=0.500 e_above_lowest_kj_mol=239.61 homo_ev=-8.2 e_tot_ha=-683.51665 smiles="ON1C=CCC1=S" homo_lumo_gap_ev=8.721
C 1.201 0.031 1.362 -0.422
C 2.123 0.175 0.425 -0.358
C 1.294 0.354 -0.904 -0.375
C -0.135 0.075 -0.488 0.066
H -1.726 -0.712 0.997 0.327
H 1.321 0.038 2.459 0.379
H 3.227 0.328 0.348 0.352
H 1.779 -0.278 -1.644 0.297
H 1.376 1.409 -1.319 0.246
N -0.049 -0.049 0.832 0.361
O -1.096 -0.316 1.620 -0.415
S -1.485 -0.107 -1.375 -0.458

77
Properties=species:S:1:pos:R:3:mulliken_spin:R:1 method="wB97M-V/def2-TZVPD" lumo_energy_ev="2.662 / 1.667" total_charge=-1 homo_ev="-2.1 / -5.0" spin_multiplicity=5 s_squared=6.081 e_tot_ha=-1973.74111 homo_lumo_gap_ev="4.807 / 6.691"
Rh 0.156 0.110 -0.052 1.275
C 0.612 -3.562 0.265 -0.017
C -0.689 -3.017 -0.235 0.061
C -1.715 -3.835 -0.680 -0.004
C -2.883 -3.249 -1.176 0.012
C -3.032 -1.881 -1.204 0.002
C -1.987 -1.093 -0.685 -0.001
N -0.846 -1.689 -0.254 -0.090
N -1.895 0.258 -0.586 0.012
Si -3.190 1.335 -0.255 0.000
C -4.273 0.662 1.105 0.001
C -2.431 2.944 0.294 -0.026
C -4.295 1.617 -1.744 0.001
H 0.516 -4.627 0.472 0.000
H 0.921 -3.041 1.170 0.005
H 1.402 -3.419 -0.477 0.000
H -1.594 -4.909 -0.646 0.000
H -3.676 -3.882 -1.558 0.001
H -3.914 -1.402 -1.611 -0.001
H -3.662 0.407 1.977 0.000
H -4.819 -0.234 0.797 0.000
H -5.006 1.418 1.410 0.000
H -2.251 2.917 1.374 -0.001
H -3.075 3.800 0.071 0.000
H -1.462 3.103 -0.189 0.010
H -5.095 0.870 -1.783 0.000
H -3.727 1.554 -2.677 0.000
H -4.765 2.606 -1.701 0.000
O 1.916 -0.589 3.678 0.061
C 1.541 -0.490 2.509 0.012
O 0.376 -0.069 2.129 0.188
C 2.462 -0.894 1.402 0.282
C 3.688 -1.476 1.639 -0.125
C 4.492 -1.884 0.586 0.378
C 4.031 -1.713 -0.763 -0.057
C 4.762 -2.111 -1.888 0.084
C 4.283 -1.926 -3.179 0.014
C 3.038 -1.337 -3.366 0.061
C 2.285 -0.932 -2.269 0.152
C 2.757 -1.101 -0.961 -0.061
N 2.012 -0.702 0.119 0.170
H 3.979 -1.597 2.674 -0.009
H 5.460 -2.339 0.760 0.030
H 5.733 -2.573 -1.730 -0.002
H 4.873 -2.244 -4.030 0.009
H 2.648 -1.189 -4.366 0.015
H 1.316 -0.472 -2.414 -0.040
C 3.052 2.470 1.980 0.018
C 1.966 3.546 1.817 0.072
C 0.652 3.127 2.485 0.031
C 1.806 3.933 0.362 0.098
C 2.256 5.160 -0.085 -0.134
C 2.141 5.547 -1.420 0.196
C 1.550 4.687 -2.338 -0.138
C 1.077 3.442 -1.959 0.188
C 0.445 2.509 -2.975 -0.117
C 1.473 2.062 -4.018 0.019
C -0.779 3.141 -3.642 0.023
C 1.221 3.045 -0.594 0.055
N 0.805 1.844 -0.194 1.190
H 3.068 2.087 3.003 -0.002
H 4.038 2.874 1.739 -0.003
H 2.869 1.620 1.322 -0.001
H 2.311 4.455 2.318 0.001
H 0.264 2.186 2.091 -0.018
H -0.110 3.903 2.364 -0.002
H 0.821 2.974 3.554 -0.002
H 2.708 5.835 0.634 0.000
H 2.513 6.512 -1.740 0.013
H 1.462 4.993 -3.375 0.002
H 0.101 1.623 -2.443 0.118
H 1.832 2.912 -4.607 -0.002
H 1.027 1.339 -4.707 0.001
H 2.338 1.594 -3.543 -0.002
H -0.514 4.070 -4.155 0.000
H -1.556 3.372 -2.910 -0.007
H -1.203 2.460 -4.386 0.001